No. 1
46
Properties=species:S:1:pos:R:3 method="wB97M-V/def2-TZVPD" homo_lumo_gap_ev="5.51 / 5.48" relative_energy_kj_mol=583.08 charge=-1 lumo_energy_ev="2.55 / 2.55" multiplicity=6 s2=8.757
Mn 36.171 -3.223 -2.478
O 38.643 -4.415 -3.220
C 39.122 -5.492 -2.399
C 37.974 -6.358 -1.643
O 36.884 -5.604 -1.127
H 39.620 -5.052 -1.535
H 39.838 -6.081 -2.973
H 38.412 -6.973 -0.857
H 37.590 -7.056 -2.387
B 36.282 -0.827 -4.296
H 37.200 -0.928 -4.855
H 35.660 -1.699 -4.426
H 36.538 -0.770 -3.250
H 35.680 0.033 -4.543
C 38.220 -1.420 1.303
O 38.080 -0.825 -0.002
C 39.174 -0.033 -0.400
C 38.940 1.443 -0.260
O 38.961 1.949 1.087
C 39.002 3.436 1.215
H 37.238 -1.684 1.696
H 38.673 -0.802 2.079
H 38.809 -2.331 1.193
H 39.472 -0.289 -1.417
H 40.073 -0.323 0.143
H 37.907 1.674 -0.521
H 39.564 1.997 -0.961
H 40.010 3.767 0.965
H 38.865 3.705 2.263
H 38.242 3.970 0.645
C 33.713 -0.909 -0.953
O 33.964 -2.206 -1.322
C 32.771 -2.998 -1.185
C 32.381 -3.330 -2.605
O 33.540 -3.900 -3.311
C 33.176 -4.317 -4.623
H 33.497 -0.845 0.113
H 32.962 -0.487 -1.621
H 34.630 -0.341 -1.106
H 31.939 -2.570 -0.625
H 33.093 -3.900 -0.664
H 32.139 -2.418 -3.151
H 31.609 -4.099 -2.607
H 32.355 -5.033 -4.586
H 33.930 -4.888 -5.164
H 32.904 -3.426 -5.189



No. 2
17
Properties=species:S:1:pos:R:3 method="wB97M-V/def2-TZVPD" homo_lumo_gap_ev=10.68 relative_energy_kj_mol=233.69 charge=+1 smiles="CCCNC=[NH2+]" lumo_energy_ev=-4.58
C 2.280 0.902 -0.333
C 1.019 0.385 -1.132
C -0.209 0.950 -0.448
N -0.627 -0.095 0.642
C -1.709 -0.863 0.611
N -2.205 -1.880 1.363
H 2.239 0.664 0.724
H 2.185 2.035 -0.254
H 3.144 0.558 -0.901
H 1.059 -0.708 -1.368
H 1.033 0.935 -2.074
H -1.028 0.750 -1.105
H -0.316 1.898 0.103
H 0.142 -0.357 1.197
H -2.298 -0.632 -0.208
H -2.441 -1.774 2.280
H -2.267 -2.767 0.904



No. 3
28
Properties=species:S:1:pos:R:3 method="wB97M-V/def2-TZVPD" homo_lumo_gap_ev=8.38 relative_energy_kj_mol=163.14 charge=-1 lumo_energy_ev=3.32
N -0.961 -1.455 0.064
C -2.141 -1.668 0.968
C -3.175 -0.509 0.896
C -2.619 0.352 -0.283
C -1.096 -0.055 -0.467
C -0.023 0.821 0.341
O 0.165 0.554 1.500
O 0.483 1.768 -0.237
H -0.131 -1.527 0.734
H -2.548 -2.554 0.358
H -1.817 -2.029 1.996
H -3.186 0.240 1.644
H -4.208 -0.748 0.751
H -2.728 1.408 0.060
H -3.245 0.317 -1.142
H -0.871 -0.189 -1.502
H 1.423 -1.179 1.875
H 1.678 -1.929 3.153
O 2.075 -1.821 2.222
H 0.622 2.429 -2.494
H 0.287 1.054 -2.959
O 0.233 1.938 -3.319
H 2.864 2.585 -0.990
H 2.657 2.423 0.622
O 3.380 2.731 -0.090
H 2.007 -2.318 -0.325
H 1.057 -2.570 -1.399
O 2.061 -2.530 -1.270



No. 4
12
Properties=species:S:1:pos:R:3 method="wB97M-V/def2-TZVPD" homo_lumo_gap_ev=9.09 relative_energy_kj_mol=413.16 smiles="CN(O)C(=O)C=O" lumo_energy_ev=-0.46
C -0.106 0.087 -1.761
C -0.403 -0.603 0.463
C -0.051 -0.325 1.929
H -0.305 -1.011 -1.885
H -0.988 0.723 -2.134
H 0.842 0.269 -2.197
H 1.120 1.263 0.731
H -0.647 -0.996 2.747
N 0.073 0.264 -0.365
O 0.522 1.445 0.087
O -0.861 -1.681 0.191
O 0.803 0.565 2.194



No. 5
26
Properties=species:S:1:pos:R:3 method="wB97M-V/def2-TZVPD" homo_lumo_gap_ev=10.70 relative_energy_kj_mol=78.34 smiles="CC[C@](C)(C#N)N[C@@H](C)C(=O)O" lumo_energy_ev=0.58
C -1.314 0.945 1.085
C 2.268 -0.212 -0.610
C -1.747 1.659 -1.569
C 2.291 -0.558 2.012
C -1.953 -1.121 0.018
C -0.613 0.606 -1.233
C 1.490 -0.189 0.728
C -0.893 -0.089 0.141
N -1.742 1.658 1.853
N 0.242 -0.881 0.569
O 1.980 -1.129 -1.499
O 2.972 0.701 -0.869
H -1.907 1.580 -2.680
H -2.723 1.339 -1.194
H -1.266 2.691 -1.430
H 2.633 -1.586 1.991
H 3.154 0.110 1.922
H 1.704 -0.476 2.951
H -2.307 -1.518 0.958
H -1.776 -1.888 -0.701
H -2.865 -0.696 -0.363
H -0.653 -0.122 -2.082
H 0.347 1.283 -1.304
H 1.263 0.945 0.923
H 1.447 -1.844 -1.199
H -0.032 -1.206 1.585



No. 6
16
Properties=species:S:1:pos:R:3 method="wB97M-V/def2-TZVPD" homo_lumo_gap_ev=8.72 relative_energy_kj_mol=362.44 charge=+1 smiles="C=[N+](C)S/C=N/C" lumo_energy_ev=-4.97
C 1.808 0.170 -1.914
C -1.173 -1.040 -0.023
C -0.956 -1.152 2.343
C 0.358 1.788 -0.577
N -0.639 -0.751 1.018
N 0.681 0.532 -1.454
S -0.656 -0.498 -1.693
H 1.961 -0.686 -2.574
H 2.853 0.676 -1.783
H -2.128 -1.541 -0.252
H -0.415 -2.153 2.582
H -2.076 -1.282 2.604
H -0.487 -0.422 3.052
H 1.203 2.516 -0.523
H -0.048 1.580 0.448
H -0.287 2.263 -1.254